{
  "formula": "C11H25NO3P2Y",
  "method": "ωB97M-V/def2-TZVPD",
  "homo_energy_ev": -11.72,
  "orbital_gap_ev": 7.29,
  "total_energy_ha": -1435.445869,
  "charge": 1,
  "lumo_energy_ev": -4.427,
  "elements": ["Y", "H", "H", "P", "P", "C", "H", "H", "H", "C", "H", "H", "H", "C", "H", "H", "H", "C", "H", "H", "H", "C", "H", "H", "H", "C", "H", "H", "H", "C", "O", "H", "O", "C", "C", "C", "C", "O", "N", "H", "H", "H", "H"],
  "xyz": [[-0.3412, 0.0511, 0.1076], [-1.4690, -0.1990, 2.1476], [-0.7524, -0.4275, 2.3542], [-3.1618, 0.6289, 0.1271], [1.9474, 1.4889, -0.7287], [2.9163, 0.7642, -2.1011], [3.9566, 1.1052, -2.0134], [2.8713, -0.3310, -2.0552], [2.4862, 1.0749, -3.0587], [2.1256, 3.2697, -1.0764], [1.6652, 3.8324, -0.2575], [3.1805, 3.5500, -1.1757], [1.5856, 3.5138, -1.9969], [3.2752, 1.3103, 0.5383], [3.4437, 0.2529, 0.7690], [4.1939, 1.7533, 0.1352], [2.9711, 1.8105, 1.4644], [-3.8168, 2.2951, -0.3013], [-4.8857, 2.3562, -0.0418], [-3.2463, 3.0479, 0.2552], [-3.6791, 2.4782, -1.3742], [-4.3809, -0.4351, -0.7292], [-4.1916, -1.4779, -0.4516], [-5.3923, -0.1361, -0.4170], [-4.2622, -0.3359, -1.8130], [-3.8328, 0.4887, 1.8397], [-3.3488, 1.2376, 2.4779], [-4.9214, 0.6403, 1.8296], [-3.5914, -0.5054, 2.2352], [-1.3270, -1.2434, -1.7364], [-1.7570, -1.9988, -2.4913], [-0.5380, 1.9849, 0.2406], [1.3821, -1.1373, 2.5063], [1.5366, -1.9397, 1.5754], [2.3434, -3.2173, 1.5520], [2.4118, -3.6140, 0.0888], [1.5891, -2.5671, -0.6382], [1.4621, -2.3984, -1.8460], [0.9986, -1.7357, 0.3179], [3.3196, -3.0456, 2.0091], [1.8225, -3.9794, 2.1441], [3.4311, -3.6056, -0.3145], [1.9800, -4.6046, -0.0972]]
}


{
  "formula": "C23H26N3O3",
  "method": "ωB97M-V/def2-TZVPD",
  "homo_energy_ev": -9.10,
  "orbital_gap_ev": 4.92,
  "total_energy_ha": -1281.689753,
  "charge": 1,
  "lumo_energy_ev": -4.174,
  "elements": ["C", "N", "C", "C", "N", "C", "C", "C", "C", "C", "C", "C", "C", "C", "C", "C", "O", "H", "H", "H", "H", "H", "H", "H", "H", "H", "H", "H", "H", "H", "H", "H", "C", "C", "O", "C", "C", "N", "C", "C", "C", "C", "C", "O", "H", "H", "H", "H", "H", "H", "H", "H", "H", "H", "H"],
  "xyz": [[-3.2594, -1.5218, 2.5066], [-2.7983, -2.7134, 1.8249], [-3.7276, -3.5866, 1.2650], [-3.0336, -4.6190, 0.7301], [-1.6828, -4.3766, 0.9709], [-0.6746, -5.3412, 0.5789], [-1.5312, -3.1809, 1.6099], [-0.2322, -2.5871, 2.0322], [-0.1909, -1.2520, 2.6977], [0.3954, -0.1266, 2.2117], [-0.0803, 1.1825, 2.6646], [-0.0557, 2.3260, 1.8244], [-0.4528, 3.5717, 2.3109], [-0.8798, 3.7121, 3.6408], [-0.9937, 2.5777, 4.4543], [-0.6125, 1.3247, 3.9692], [0.7907, -3.2968, 1.9391], [-2.4453, -1.0209, 3.0193], [-3.7113, -0.8302, 1.7856], [-4.0274, -1.8092, 3.2356], [-4.7990, -3.4182, 1.3033], [-3.3690, -5.5104, 0.2099], [0.3154, -4.9519, 0.8030], [-0.8391, -6.2762, 1.1244], [-0.7779, -5.5587, -0.4889], [-0.5463, -1.3017, 3.7329], [1.1874, -0.1508, 1.4515], [0.2782, 2.1942, 0.7916], [-0.3945, 4.4440, 1.6608], [-1.0755, 4.7047, 4.0480], [-1.3366, 2.6774, 5.4852], [-0.6825, 0.4514, 4.6256], [3.9541, -4.7686, 0.8996], [4.3364, -3.4290, 0.3392], [3.9320, -2.4822, 1.3558], [4.1701, -1.2208, 0.9315], [3.7261, -0.2383, 1.8652], [4.5322, 0.8766, 1.9450], [4.8527, 1.5184, 0.7690], [5.5343, 2.7169, 0.7868], [5.8910, 3.3066, 2.0045], [5.6590, 2.5841, 3.1857], [4.9658, 1.3872, 3.1497], [4.7246, -1.0135, -0.1587], [4.0880, -5.5609, 0.1548], [4.6071, -4.9719, 1.7560], [2.9143, -4.7466, 1.2516], [5.4189, -3.3533, 0.1644], [3.8178, -3.2312, -0.6060], [3.1536, -0.5332, 2.7305], [4.4988, 1.0480, -0.1399], [5.7709, 3.1736, -0.1774], [6.3980, 4.2741, 2.0226], [6.0153, 2.9612, 4.1495], [4.6910, 0.8147, 4.0314]]
}


{
  "formula": "C22H16Cl3F5N3OPdS2",
  "method": "ωB97M-V/def2-TZVPD",
  "homo_energy_ev": [-11.05, -11.05],
  "orbital_gap_ev": [6.04, 5.35],
  "total_energy_ha": -3891.369147,
  "charge": 1,
  "lumo_energy_ev": [-5.010, -5.699],
  "elements": ["Pd", "F", "C", "C", "F", "C", "F", "C", "S", "C", "F", "C", "F", "Cl", "C", "C", "C", "C", "C", "C", "N", "C", "C", "N", "C", "O", "C", "C", "C", "Cl", "S", "C", "C", "C", "Cl", "C", "H", "H", "H", "H", "H", "H", "H", "H", "H", "H", "H", "H", "H", "N", "H", "H", "H"],
  "xyz": [[1.9461, -2.4392, -0.6430], [8.1565, 0.2735, 0.7073], [6.8534, 0.1220, 0.5715], [6.3362, -1.1178, 0.2145], [7.1539, -2.1433, 0.0248], [4.9739, -1.2615, 0.0834], [4.4972, -2.4889, -0.2091], [4.0812, -0.2034, 0.2888], [2.3807, -0.3088, 0.0176], [4.6400, 1.0235, 0.6672], [3.8492, 2.0704, 0.8809], [6.0042, 1.1955, 0.7999], [6.5073, 2.3700, 1.1425], [-3.5748, 0.6332, -5.1195], [-3.3300, 0.6001, -3.4039], [-2.0642, 0.8179, -2.8865], [-1.9009, 0.7870, -1.5119], [-2.9602, 0.5402, -0.6409], [-2.6704, 0.5164, 0.8410], [-2.8296, -0.8719, 1.4691], [-1.9047, -1.7967, 0.8095], [-2.2264, -2.7312, -0.1453], [-1.0509, -3.2409, -0.5900], [-0.0112, -2.6297, 0.0814], [-0.5727, -1.7597, 0.9050], [-3.4666, 1.4510, 1.5301], [-2.7503, 2.2511, 2.4745], [-1.5878, 2.9635, 1.8479], [-1.6758, 3.8199, 0.7904], [-3.1104, 4.3113, -0.0136], [-0.1606, 4.4063, 0.2725], [0.6487, 3.5012, 1.4773], [-0.2243, 2.7891, 2.2399], [-4.2133, 0.3306, -1.2042], [-5.6023, 0.0078, -0.2063], [-4.4123, 0.3588, -2.5749], [-1.2339, 1.0214, -3.5466], [-0.9191, 0.9816, -1.0921], [-1.6130, 0.7904, 0.9250], [-3.8349, -1.2630, 1.3351], [-2.6160, -0.8389, 2.5372], [-3.2493, -2.9343, -0.4085], [-0.8892, -4.0091, -1.3249], [-0.0507, -1.1120, 1.5901], [-2.3930, 1.6381, 3.3099], [-3.4928, 2.9448, 2.8653], [1.7204, 3.5574, 1.5683], [0.0779, 2.1648, 3.0695], [-5.3976, 0.1964, -2.9864], [2.0195, -4.1072, -2.0225], [2.9630, -4.2007, -2.3892], [1.3994, -3.9761, -2.8163], [1.7807, -5.0009, -1.6017]]
}


{
  "formula": "CF3NNaO4PdS3",
  "method": "ωB97M-V/def2-TZVPD",
  "homo_energy_ev": [-3.84, -3.62],
  "spin_multiplicity": 3,
  "s2": 2.007,
  "orbital_gap_ev": [5.41, 5.20],
  "total_energy_ha": -2178.127525,
  "charge": -1,
  "lumo_energy_ev": [1.570, 1.577],
  "elements": ["Na", "N", "S", "O", "C", "F", "F", "F", "Pd", "S", "O", "S", "O", "O"],
  "xyz": [[1.5685, 0.9375, -1.3854], [0.0117, 1.1357, 0.3377], [-0.2398, 0.1695, 1.4539], [-0.9843, -1.0973, 0.9667], [1.3941, -0.6208, 1.9436], [1.6489, -0.3681, 3.2274], [2.3812, -0.0854, 1.2063], [1.4162, -1.9362, 1.7542], [-0.9628, -0.2772, -0.7854], [-1.8586, 1.5108, -3.2627], [-2.6395, 0.8674, -1.9586], [-0.9312, -0.3628, -3.7697], [0.0493, -0.5084, -2.4632], [-0.8536, 0.6354, 2.7352]]
}


{
  "formula": "C39H65Br2KN2O2PSSi4",
  "method": "ωB97M-V/def2-TZVPD",
  "homo_energy_ev": [-2.90, -2.88],
  "orbital_gap_ev": [5.01, 4.43],
  "total_energy_ha": -9430.571893,
  "charge": -1,
  "lumo_energy_ev": [2.108, 1.552],
  "elements": ["K", "Br", "C", "Br", "H", "H", "C", "C", "C", "C", "C", "C", "C", "P", "C", "C", "C", "C", "C", "C", "C", "C", "C", "C", "C", "C", "C", "C", "H", "H", "H", "H", "H", "H", "H", "H", "H", "H", "H", "H", "H", "H", "H", "H", "H", "H", "H", "H", "O", "C", "C", "Si", "C", "C", "Si", "Si", "C", "C", "C", "Si", "C", "C", "C", "H", "H", "H", "H", "H", "H", "H", "H", "H", "H", "H", "H", "H", "H", "H", "H", "H", "H", "H", "H", "H", "H", "H", "H", "H", "H", "H", "C", "C", "S", "O", "C", "C", "H", "H", "H", "H", "H", "H", "H", "H", "H", "H", "C", "N", "C", "C", "N", "H", "H", "H", "H", "H", "H"],
  "xyz": [[0.5101, 0.7465, -0.0766], [2.5440, 2.4286, -2.6249], [3.0514, 3.7756, -1.3899], [1.2869, 3.8896, 0.9824], [2.8732, 4.7831, -1.7276], [3.9102, 3.5285, -0.7893], [-4.0892, -0.6551, -3.6343], [-4.4832, 0.7623, -3.9666], [-5.2757, 0.9953, -5.0858], [-5.6332, 2.2819, -5.4651], [-5.1923, 3.3581, -4.7136], [-4.4056, 3.1386, -3.5896], [-4.0472, 1.8527, -3.1925], [-2.9276, 1.5483, -1.7499], [-2.3129, 3.2459, -1.4425], [-1.0740, 3.4565, -2.0534], [-0.4312, 4.6810, -2.0042], [-1.0253, 5.7196, -1.3117], [-2.2526, 5.5235, -0.6989], [-2.9247, 4.3049, -0.7539], [-4.2775, 4.2084, -0.0971], [-4.1129, 1.0906, -0.4134], [-5.4573, 0.8378, -0.6959], [-6.3360, 0.3960, 0.2808], [-5.8673, 0.1962, 1.5732], [-4.5411, 0.4550, 1.8719], [-3.6407, 0.9142, 0.9027], [-2.2353, 1.1457, 1.3409], [-4.6809, -1.3627, -4.2163], [-4.2325, -0.8881, -2.5778], [-3.0338, -0.8233, -3.8641], [-5.6135, 0.1479, -5.6724], [-6.2477, 2.4385, -6.3432], [-5.4560, 4.3702, -4.9945], [-4.0623, 3.9887, -3.0129], [-0.5907, 2.6290, -2.5633], [0.5422, 4.7987, -2.4611], [-0.5225, 6.6736, -1.2191], [-2.7103, 6.3395, -0.1507], [-4.6302, 5.2075, 0.1611], [-4.2392, 3.6141, 0.8168], [-5.0165, 3.7402, -0.7481], [-5.8357, 1.0102, -1.6966], [-7.3750, 0.2153, 0.0331], [-6.5362, -0.1584, 2.3488], [-4.1615, 0.3003, 2.8747], [-2.2032, 1.7335, 2.2614], [-1.6469, 1.6646, 0.5818], [-1.6384, -0.6005, 2.8657], [-1.5164, -0.3062, 1.6831], [6.5506, -1.4668, 0.3756], [4.8954, -0.6658, 0.0182], [4.9322, 1.1029, 0.6166], [4.6083, -0.6978, -1.8310], [3.1716, -1.7954, 1.0846], [2.9370, -3.9812, 0.3102], [4.2388, -5.1516, 0.9845], [3.1428, -4.0117, -1.5548], [1.2599, -4.6636, 0.8179], [3.2876, -1.7917, 3.4128], [3.9099, -0.1492, 4.0674], [4.4862, -3.0866, 4.0504], [1.5923, -2.1973, 4.0890], [7.3370, -0.9062, -0.1400], [6.5813, -2.5025, 0.0273], [6.7736, -1.4686, 1.4456], [5.6403, 1.6856, 0.0181], [5.2355, 1.1624, 1.6645], [3.9464, 1.5740, 0.5406], [5.1989, 0.0830, -2.3195], [3.5573, -0.5209, -2.0708], [4.8909, -1.6646, -2.2560], [5.2510, -4.7631, 0.8462], [4.1599, -6.1045, 0.4505], [4.1011, -5.3430, 2.0488], [2.6233, -3.1813, -2.0341], [4.2006, -3.9302, -1.8206], [2.7580, -4.9516, -1.9638], [1.3296, -5.1457, 1.7974], [0.9097, -5.4070, 0.0948], [0.5031, -3.8794, 0.8934], [4.9871, -0.0517, 3.9005], [3.7290, -0.0859, 5.1461], [3.4239, 0.6921, 3.5746], [5.4868, -2.9642, 3.6271], [4.1504, -4.0981, 3.8192], [4.5580, -2.9908, 5.1388], [0.8068, -1.6046, 3.6115], [1.5574, -2.0257, 5.1702], [1.3546, -3.2505, 3.9092], [0.6241, -3.1223, -4.3013], [-0.4772, -2.4618, -3.4862], [-0.0759, -2.3537, -1.7334], [0.6368, -1.0237, -1.5797], [-1.7255, -2.1254, -1.1080], [-2.5072, -3.4228, -1.0050], [0.3338, -3.1869, -5.3508], [0.8297, -4.1317, -3.9424], [1.5524, -2.5518, -4.2455], [-1.4278, -2.9884, -3.5784], [-0.6212, -1.4137, -3.7644], [-1.5585, -1.6703, -0.1142], [-2.1991, -1.3685, -1.7363], [-2.0078, -4.1323, -0.3429], [-2.6695, -3.9145, -1.9676], [-3.4865, -3.2045, -0.5768], [0.2429, 0.9546, 5.6155], [0.8181, 1.8083, 4.5873], [1.6000, 2.9781, 4.9636], [1.0524, 1.2753, 3.3970], [1.1616, 0.8342, 2.3382], [1.0163, 0.4372, 6.1943], [-0.4110, 0.2248, 5.1399], [-0.3483, 1.5762, 6.2883], [2.5456, 2.6974, 5.4404], [1.0131, 3.5782, 5.6592], [1.7988, 3.5647, 4.0666]]
}